No. 1
Here is a structure of composition C27H40AsBr2INO3PdSi3 from the Open Molecules 2025 dataset. Energies are from the ωB97M-V functional and the def2-TZVPD basis.

Last column: Löwdin spin population.
Atoms and positions in Å:
Pd -0.21573 1.02954 -0.65582  0.05
C 1.23264 -2.92575 -2.59079  0.00
Si -0.56379 -3.01441 -2.02533  0.00
C -1.62772 -3.46236 -3.52989  0.00
C -0.72502 -4.56153 -0.94577  0.00
As -0.88181 -1.28023 -0.49157  0.01
Si -3.18697 -0.82501 -0.47975  0.00
C -3.93586 -1.60034 1.07244  0.00
C -4.18504 -1.58164 -1.90611  0.00
C -3.67337 0.99228 -0.49919  0.00
Si -0.07873 1.10536 -2.90912  0.01
C 1.72382 1.15626 -3.48528  0.01
C -0.90868 2.72578 -3.48784  0.00
C -0.86118 -0.13144 -4.10725  0.00
H 1.60516 -3.93072 -2.82267  0.00
H 1.86053 -2.49228 -1.80751  0.00
H 1.35538 -2.30650 -3.48303  0.00
H -1.26706 -4.43958 -3.87683  0.00
H -1.55090 -2.75694 -4.35648  0.00
H -2.68397 -3.57071 -3.27219  0.00
H -0.44164 -5.45914 -1.50912  0.00
H -1.75596 -4.68685 -0.59927  0.00
H -0.08962 -4.48441 -0.06120  0.00
H -3.92683 -2.69196 0.98415  0.00
H -4.97244 -1.27450 1.22177  0.00
H -3.35600 -1.33332 1.95775  0.00
H -4.11880 -2.67370 -1.90705  0.00
H -3.86943 -1.21982 -2.88766  0.00
H -5.23974 -1.31051 -1.76402  0.00
H -2.99804 1.61817 0.08025  0.00
H -4.68929 1.07107 -0.08960  0.00
H -3.68627 1.36654 -1.52696  0.00
H 2.29547 1.96168 -3.01973  0.00
H 1.75331 1.28110 -4.57633  0.00
H 2.23561 0.22959 -3.21538  0.00
H -0.97217 3.47471 -2.69930  0.00
H -1.91839 2.50792 -3.85219  0.00
H -0.33991 3.14346 -4.32996  0.00
H -0.28190 -1.05386 -4.16149  0.00
H -0.87255 0.31299 -5.11215  0.00
H -1.88572 -0.38863 -3.82933  0.00
Br -0.00800 -0.51421 4.54487  0.00
C -1.86125 -0.12525 4.45496  0.00
C -2.73452 -0.82727 5.27267  0.00
C -4.09557 -0.56838 5.20431  0.00
C -4.56872 0.38913 4.31695  0.00
C -3.68163 1.08063 3.50797  0.00
C -2.31141 0.83798 3.56270  0.00
C -1.36881 1.60346 2.63877  0.00
O -1.01056 2.72769 3.03793  0.00
O -1.13646 1.00927 1.56043  0.00
H -2.34444 -1.57603 5.94994  0.00
H -4.78160 -1.12041 5.83617  0.00
H -5.63178 0.58805 4.24414  0.00
H -4.04582 1.81661 2.79968  0.00
O 0.01136 3.24693 -0.60756  0.01
N 1.13488 3.67301 -0.06516  0.01
C 2.13610 4.06635 -0.87511  0.00
C 3.33865 4.48104 -0.35297  0.00
C 3.52096 4.48243 1.02088  0.00
C 2.47647 4.07351 1.82707  0.00
C 1.27844 3.66637 1.27040  0.00
H 1.90312 3.99356 -1.92546  0.00
H 4.13385 4.75663 -1.03131  0.00
H 4.47666 4.75617 1.44729  0.00
H 2.57431 4.01664 2.90236  0.00
H 0.42147 3.28786 1.83003  0.00
Br 6.36688 2.09380 1.59461  0.03
C 6.06169 0.18518 1.87563  0.05
C 7.13892 -0.53137 2.38577  0.01
C 6.96998 -1.88782 2.62287  -0.01
C 5.74275 -2.48838 2.34939  0.01
C 4.69777 -1.73210 1.83335  0.03
C 4.84950 -0.37033 1.59013  0.38
I 2.81809 0.65636 0.16891  0.36
H 8.08391 -0.04253 2.59229  0.00
H 7.79233 -2.47156 3.02143  0.00
H 5.60753 -3.54910 2.53849  0.00
H 3.74359 -2.20425 1.61198  0.01

* highest occupied orbital energy (spin up / spin down): -0.7 / -1.8 eV
* spin multiplicity: 2
* orbital gap (spin up / spin down): 4.8 / 6.0 eV
* total charge: -2
* ⟨S²⟩: 0.76
* LUMO (spin up / spin down): 4.191 / 4.170 eV

No. 2
Here is a structure of composition C34H36MgN9O2P from the Open Molecules 2025 dataset. Energies are from the ωB97M-V functional and the def2-TZVPD basis.

Last column: Löwdin charge in e.
Atoms and positions in Å:
Mg 0.05289 -0.10026 -0.02031  0.52
C 4.21517 4.99984 0.10792  -0.04
C 3.54340 3.68478 0.39290  -0.27
C 4.25330 2.48559 0.38795  -0.02
C 3.63812 1.27790 0.65914  -0.04
C 2.27408 1.19570 0.97385  -0.25
N 1.58134 0.00380 1.19759  -0.03
C 2.05314 -0.93113 2.07942  -0.22
C 3.14461 -0.71953 2.95372  -0.01
C 3.59678 -1.68637 3.82145  -0.03
C 2.97452 -2.93288 3.91659  -0.28
C 3.45522 -3.98011 4.88530  -0.05
C 1.85044 -3.13124 3.14251  0.00
C 1.38864 -2.17200 2.23722  -0.12
N 0.14521 -2.44549 1.58000  -0.06
C -0.38713 -3.67503 1.39510  -0.08
C -1.71987 -3.51357 1.06302  -0.05
C -1.90464 -2.13092 1.04398  -0.14
N -0.77702 -1.49005 1.34671  0.03
C 1.56550 2.41399 0.97215  -0.12
C 2.18839 3.62265 0.67673  0.02
N 0.20629 2.43960 1.39886  -0.05
C -0.35947 3.34288 2.23158  -0.02
C -1.64924 2.92632 2.47397  -0.02
C -1.77914 1.73912 1.74816  -0.13
N -0.65412 1.45773 1.09735  -0.01
H 5.29788 4.90378 0.15833  0.08
H 3.95314 5.36684 -0.88642  0.08
H 3.90620 5.75615 0.82954  0.09
H 5.31582 2.49567 0.17382  0.12
H 4.22113 0.36615 0.63814  0.12
H 3.61683 0.25110 2.95382  0.11
H 4.43807 -1.46516 4.46762  0.12
H 4.52002 -3.86581 5.08099  0.08
H 2.93432 -3.89180 5.84134  0.09
H 3.27755 -4.98497 4.50359  0.08
H 1.28445 -4.04529 3.28452  0.11
H 0.17739 -4.57466 1.57436  0.13
H -2.45048 -4.28790 0.89620  0.11
H -2.81089 -1.57385 0.86007  0.12
H 1.60092 4.53447 0.68284  0.13
H 0.18893 4.18700 2.61063  0.14
H -2.37612 3.40470 3.10649  0.11
H -2.62681 1.07426 1.69065  0.11
C 3.68931 -0.49650 -2.53493  -0.01
C 2.69932 -0.70888 -1.57198  -0.11
N 1.55822 -0.05116 -1.55676  0.06
C 1.33574 0.86941 -2.50900  -0.14
C 2.28384 1.19007 -3.49700  -0.12
C 3.48905 0.47121 -3.48970  0.03
C 1.99080 2.21097 -4.45809  0.01
C 0.80673 2.85928 -4.44383  0.00
C -0.19903 2.52776 -3.48035  -0.13
C -1.45225 3.15503 -3.44896  0.02
C -2.38170 2.76428 -2.50836  -0.03
C -2.03734 1.75933 -1.60286  -0.13
N -0.86016 1.14929 -1.60340  0.07
C 0.05690 1.52949 -2.51480  -0.14
H 4.60761 -1.06619 -2.50061  0.12
H 2.85148 -1.41813 -0.76242  0.13
H 4.24436 0.68790 -4.23476  0.13
H 2.74468 2.45150 -5.19698  0.13
H 0.59004 3.63432 -5.16792  0.13
H -1.66846 3.94827 -4.15392  0.13
H -3.34779 3.24667 -2.43995  0.12
H -2.72773 1.46648 -0.81799  0.11
N 0.36042 -4.19815 -1.71774  0.15
C -0.76055 -3.94053 -2.67503  -0.15
P -0.95196 -2.07346 -2.71507  0.50
O -0.37681 -1.46450 -3.94636  -0.30
O -0.45390 -1.74447 -1.33667  -0.37
C -2.78244 -1.75148 -2.95535  -0.15
N -2.83972 -0.70459 -4.02530  0.14
H 0.32864 -5.11838 -1.28447  0.17
H 0.26642 -3.43621 -1.00097  0.10
H 1.26780 -4.07878 -2.16792  0.17
H -1.66406 -4.39654 -2.27379  0.11
H -0.54427 -4.35677 -3.65518  0.11
H -3.25881 -1.42420 -2.03522  0.10
H -3.28054 -2.64759 -3.31981  0.11
H -1.88449 -0.77782 -4.48908  0.12
H -2.89794 0.24068 -3.64212  0.13
H -3.58404 -0.84575 -4.70385  0.17

* highest occupied orbital energy: -10.9 eV
* orbital gap: 5.5 eV
* total charge: +2
* LUMO: -5.371 eV

No. 3
Here is an isolated molecule of CH2ClNOS from the Open Molecules 2025 dataset. Energies are from the ωB97M-V functional and the def2-TZVPD basis.

Last column: natural (NBO) charge in e.
Atoms and positions in Å:
C -0.97821 -0.06350 0.02182  -0.22
N 0.35383 0.65782 0.08670  -0.75
O 2.75093 0.87675 -0.01875  -0.85
S 1.68100 -0.08376 -0.07155  1.45
Cl -0.77610 -1.83401 -0.08755  -0.07
H -1.50613 0.28107 -0.86384  0.22
H -1.52533 0.16562 0.93316  0.22

* highest occupied orbital energy: -10.9 eV
* orbital gap: 10.3 eV
* LUMO: -0.639 eV

Here are the calculated relative energy (zero: lowest compared OMol25 entry of this formula, charge and spin) numbers, same order: 2.88 32.13 22.70 (kcal per mole).
Here are the calculated E numbers, same order: -10011.27568 -2501.68859 -1027.63567 (Eh).